w.
The ion C4H7N2OS with charge +1, computed with ωB97M-V/def2-TZVPD.

Geometry as XYZ:
```
15
Properties=species:S:1:pos:R:3
C -0.75 -0.11 -0.21
C 1.67 -0.43 0.16
C 1.82 0.90 0.77
C -2.10 -0.62 -0.58
N -0.60 1.12 0.31
N 0.34 -0.89 -0.25
O 0.57 1.58 1.02
S 2.47 0.73 -0.93
H 2.27 -1.29 0.47
H 2.58 1.28 1.59
H -2.12 -1.71 -0.37
H -2.47 -0.51 -1.61
H -2.82 -0.16 0.07
H -1.28 1.82 0.27
H 0.41 -1.71 -0.71
```

## Properties
**Kohn-Sham gap**: 9.73 eV
**Structure (SMILES)**: CC1=[NH+][C@H]2S[C@H]2ON1
**HOMO**: -13.693 eV
**Total charge**: +1

Löwdin atomic charge list, values in e, 5 entries: number 1, C, carries -0.239; number 2, C, carries -0.524; number 3, C, carries -0.461; number 4, C, carries 0.048; number 5, N, carries 0.165

x.
A cluster of 2 separate species, C4H7N2OS in total, computed with ωB97M-V/def2-TZVPD.

Geometry as XYZ:
```
15
Properties=species:S:1:pos:R:3
C 1.37 -1.36 -0.12
C 2.58 0.60 0.17
C 0.18 -0.69 -0.12
C 0.18 0.70 -0.05
N 2.48 -0.75 0.16
N 1.43 1.36 -0.04
O -3.11 -0.72 0.14
S -1.16 1.76 -0.19
H 1.56 -2.42 -0.41
H 3.47 1.12 0.44
H -0.79 -1.12 -0.12
H -3.92 -0.21 0.41
H 1.38 2.41 -0.03
H -3.55 -1.55 0.02
H -2.12 0.87 -0.24
```

## Properties
**Kohn-Sham gap**: 8.99 eV
**HOMO**: -13.859 eV
**Total charge**: +1

Löwdin atomic charge list, values in e, 5 entries: number 1, C, carries -0.086; number 2, C, carries -0.007; number 3, C, carries -0.019; number 4, C, carries -0.560; number 5, N, carries 0.108

Q: Which of them is the most stable? A: x.